Record 1
Below is the molecule C5H10O2, with properties calculated with the ωB97M-V functional and the def2-TZVPD basis.

Last column: Mulliken charge in e.
Element x y z (Å)
C -1.43 0.20 -1.64  -0.71
O -1.02 -0.68 -0.62  -0.39
C -0.66 0.01 0.54  0.13
C -0.27 -0.90 1.71  -0.54
O 0.98 -0.21 1.88  -0.45
C 0.79 0.54 0.67  0.26
C 1.76 0.12 -0.41  -1.23
H -2.33 0.76 -1.34  0.30
H -0.64 0.93 -1.90  0.26
H -1.66 -0.39 -2.53  0.26
H -1.42 0.76 0.80  0.36
H -0.14 -1.94 1.40  0.25
H -0.90 -0.85 2.60  0.27
H 0.88 1.62 0.87  0.28
H 1.62 0.71 -1.32  0.32
H 2.79 0.26 -0.06  0.36
H 1.62 -0.94 -0.66  0.27

Summary:
- total energy (eV) = -9440.570
- strongest force on any atom (hartree/bohr) = 0.007
- structure (SMILES) = CO[C@H]1CO[C@H]1C
- gap between HOMO and LUMO (eV) = 10.7
- ΔE to the lowest compared entry with this formula, charge and spin (kcal/mol) = 57.03

=====

Record 2
Below is the molecule C5H10O2 in a non-equilibrium geometry, with properties calculated with the ωB97M-V functional and the def2-TZVPD basis.

Last column: Mulliken charge in e.
Element x y z (Å)
C 2.29 -0.33 0.78  -0.77
O 0.92 -0.17 0.54  -0.33
C 0.57 -0.19 -0.83  -0.60
C -0.92 0.05 -0.97  -0.17
C -1.98 -0.60 -0.12  -0.69
C -1.67 0.89 0.09  -0.09
O -1.09 1.23 1.32  -0.59
H 2.64 -1.30 0.41  0.28
H 2.43 -0.29 1.86  0.24
H 2.87 0.47 0.30  0.32
H 1.10 0.62 -1.35  0.35
H 0.90 -1.15 -1.27  0.36
H -1.18 0.10 -2.04  0.37
H -2.84 -1.07 -0.62  0.30
H -1.64 -1.16 0.74  0.22
H -2.25 1.78 -0.09  0.39
H -0.13 1.14 1.25  0.40

Summary:
- total energy (eV) = -9439.983
- strongest force on any atom (hartree/bohr) = 0.031
- structure (SMILES) = COC[C@H]1C[C@H]1O
- gap between HOMO and LUMO (eV) = 10.2
- ΔE to the lowest compared entry with this formula, charge and spin (kcal/mol) = 70.56

=====

Question: Among the records above, which one has the lowest ΔE to the lowest compared entry with this formula, charge and spin?
Answer: number 1